Entry 1:
# C4H9NO3

C4H9NO3 in the gas phase in a non-equilibrium geometry (wB97M-V/def2-TZVPD, the OMol25 dataset).

Each line ends with the Löwdin charge.
Geometry (Å):
1 C 1.300 0.039 1.274  -0.020
2 C 1.124 0.105 -0.258  -0.448
3 O 1.685 -0.953 -0.884  -0.004
4 C -0.253 0.335 -0.797  -0.342
5 N -0.787 1.603 -0.596  0.056
6 C -1.225 -0.741 -0.253  -0.471
7 O -0.962 -1.897 -0.210  0.131
8 O -2.301 -0.260 0.416  0.109
9 H 1.181 0.908 1.884  0.061
10 H 2.356 -0.310 1.534  0.110
11 H 0.621 -0.693 1.701  0.074
12 H 1.776 0.967 -0.683  0.177
13 H 1.082 -1.635 -1.145  0.081
14 H -0.187 0.230 -1.931  0.183
15 H -1.781 1.561 -0.881  0.105
16 H -0.694 1.700 0.416  0.090
17 H -2.936 -0.960 0.413  0.110

Its structure (SMILES) is C[C@@H](O)[C@H](N)C(=O)O. Its spin multiplicity is 1. Its lowest unoccupied orbital energy is 0.5 eV. The energy relative to the best compared isomer or geometry (same formula, charge and spin) comes out at 36.3 kcal/mol.

***

Entry 2:
# C4H9NO3

C4H9NO3 in the gas phase in a non-equilibrium geometry (wB97M-V/def2-TZVPD, the OMol25 dataset).

Each line ends with the Löwdin charge.
Geometry (Å):
1 C 1.756 -0.342 1.051  -0.047
2 C 0.355 0.279 0.855  -0.313
3 C 0.631 1.869 0.774  -0.177
4 O 1.244 2.252 -0.475  -0.091
5 N -0.180 -0.170 -0.421  0.085
6 C -1.186 -1.120 -0.479  -0.592
7 O -1.609 -1.626 0.524  0.096
8 O -1.425 -1.386 -1.785  0.108
9 H 2.241 0.219 1.840  0.072
10 H 1.656 -1.358 1.454  0.083
11 H 2.231 -0.361 0.063  0.082
12 H -0.336 0.201 1.684  0.139
13 H 1.283 2.247 1.552  0.109
14 H -0.355 2.325 0.647  0.119
15 H 1.939 1.613 -0.670  0.065
16 H 0.083 0.337 -1.252  0.137
17 H -2.282 -1.809 -1.929  0.124

Its structure (SMILES) is C[C@@H](CO)NC(=O)O. Its spin multiplicity is 1. Its lowest unoccupied orbital energy is 0.7 eV. The energy relative to the best compared isomer or geometry (same formula, charge and spin) comes out at 20.2 kcal/mol.

***

Entry 3:
# C4H9NO3

C4H9NO3 in the gas phase (wB97M-V/def2-TZVPD, the OMol25 dataset).

Each line ends with the Löwdin charge.
Geometry (Å):
1 C 1.503 0.571 -1.430  -0.062
2 N 0.405 -0.191 -0.900  -0.090
3 O -0.888 0.260 -1.406  -0.016
4 C -1.441 0.320 -0.094  -0.341
5 O -2.438 -0.591 0.142  0.049
6 C -0.035 0.051 0.503  -0.506
7 C 0.126 -1.183 1.374  0.015
8 O 0.545 1.129 1.159  0.036
9 H 1.636 0.282 -2.471  0.087
10 H 1.357 1.657 -1.378  0.085
11 H 2.385 0.294 -0.856  0.098
12 H -1.863 1.308 0.131  0.162
13 H -2.172 -1.448 -0.215  0.113
14 H 1.123 -1.176 1.803  0.089
15 H -0.004 -2.080 0.778  0.086
16 H -0.608 -1.156 2.174  0.091
17 H 0.367 1.952 0.687  0.105

Its structure (SMILES) is CN1O[C@@H](O)[C@]1(C)O. Its spin multiplicity is 1. Its lowest unoccupied orbital energy is 0.8 eV. The energy relative to the best compared isomer or geometry (same formula, charge and spin) comes out at 77.7 kcal/mol.